(1)
{
  "formula": "C4H5ClS",
  "method": "the ωB97M-V functional and the def2-TZVPD basis",
  "elements": ["C", "C", "C", "S", "C", "Cl", "H", "H", "H", "H", "H"],
  "xyz": [[-0.1234, -1.1962, 0.9544], [-0.7290, -0.8788, -0.3320], [-0.4321, 0.3868, -1.0607], [-0.8429, 0.7864, -2.6111], [0.4891, 1.3112, 0.0181], [1.9661, 0.6542, 0.6674], [-0.2583, -2.2813, 1.4183], [0.7106, -0.8027, 1.5060], [-1.2200, -1.9133, -0.8381], [-0.2020, 1.6271, 0.8304], [0.6418, 2.3066, -0.5527]],
  "forces_ev_per_a": [[-2.131, -3.043, -2.887], [1.239, -3.717, 2.352], [1.368, -0.323, 1.711], [0.532, -0.302, 2.068], [-2.760, 2.258, -2.879], [1.140, 0.889, -0.627], [-0.417, 2.179, -1.457], [-0.815, 0.977, -0.035], [0.921, 3.537, 1.182], [0.523, -0.685, -0.303], [0.400, -1.771, 0.875]],
  "smiles": "C=CC(=S)CCl",
  "e_lumo_ev": -1.26
}

---

(2)
{
  "formula": "C2H2FO3S",
  "method": "the ωB97M-V functional and the def2-TZVPD basis",
  "elements": ["C", "C", "F", "S", "O", "O", "O", "H", "H"],
  "xyz": [[0.2038, 0.2227, 0.0312], [0.5651, 0.8729, 1.2622], [0.9419, 2.1404, 1.0491], [0.8138, 0.2166, 2.8877], [-0.3676, 0.8506, 3.4855], [2.0459, 0.8437, 3.3691], [0.6627, -1.2127, 2.6313], [-0.0364, -0.7778, 0.0655], [0.2024, 0.7814, -0.8920]],
  "forces_ev_per_a": [[1.469, 3.264, 4.642], [-0.124, -2.136, -6.352], [0.021, 0.795, 0.787], [-1.792, 1.578, -0.078], [0.287, -0.661, 0.597], [-0.286, -1.557, -0.442], [1.003, 0.542, 0.772], [-0.513, -1.975, 0.002], [-0.065, 0.150, 0.073]],
  "smiles": "C=C(F)S(=O)(=O)[O-]",
  "charge": -1,
  "e_lumo_ev": 4.17
}

---

(3)
{
  "formula": "C4H12",
  "method": "the ωB97M-V functional and the def2-TZVPD basis",
  "elements": ["C", "C", "H", "H", "H", "H", "H", "H", "C", "C", "H", "H", "H", "H", "H", "H"],
  "xyz": [[-0.2365, 0.4712, 1.4798], [-1.5491, -0.2613, 1.8503], [-0.2493, 1.4994, 1.0363], [0.3156, 0.5918, 2.2937], [0.3592, -0.0540, 0.8271], [-2.3632, -0.0124, 1.0224], [-1.3920, -1.3155, 1.9477], [-2.0098, 0.1039, 2.7761], [1.3006, 0.4051, -1.3793], [0.4705, -0.6911, -1.9431], [0.6418, 1.0187, -0.6694], [2.1269, 0.0351, -0.8515], [1.6844, 1.0705, -2.2361], [0.0823, -1.2410, -1.0680], [1.2170, -1.3491, -2.5384], [-0.3985, -0.2713, -2.5478]],
  "forces_ev_per_a": [[-3.099, 1.111, -1.486], [-1.622, 2.243, -2.069], [-0.924, -0.759, 0.395], [2.479, 0.436, 3.835], [0.985, -1.600, -1.401], [1.592, -0.965, 1.583], [-0.001, -0.607, -0.139], [0.339, 0.010, -0.109], [-1.337, 3.368, -1.065], [0.177, -1.081, -0.884], [1.404, -0.501, -1.377], [1.230, -0.450, 0.856], [-0.459, -0.735, 1.410], [-0.116, -0.280, -0.713], [-1.859, 0.696, 0.619], [1.210, -0.885, 0.545]],
  "smiles": "CC.CC",
  "e_lumo_ev": 1.15
}

---

(4)
{
  "formula": "C15H20ClN2O9P3Se2V",
  "method": "the ωB97M-V functional and the def2-TZVPD basis",
  "elements": ["V", "C", "O", "C", "O", "N", "N", "H", "H", "H", "H", "H", "H", "Se", "P", "Se", "C", "C", "C", "C", "C", "C", "C", "C", "C", "C", "C", "C", "H", "H", "H", "H", "H", "H", "H", "H", "H", "H", "O", "P", "O", "O", "O", "P", "O", "O", "O", "H", "H", "Cl", "C", "H", "H"],
  "xyz": [[-2.6812, 0.1471, 0.7837], [-2.2500, -2.5345, -3.9912], [-2.1284, -2.3139, -2.5940], [-2.9537, -1.4495, -1.9826], [-2.8832, -1.3375, -0.7866], [-3.8517, -0.7967, -2.8135], [-4.8170, -0.0192, -2.1257], [-1.5705, -3.3524, -4.2165], [-1.9427, -1.6547, -4.5619], [-3.2710, -2.8038, -4.2608], [-3.3646, -0.2685, -3.5357], [-5.6039, 0.0830, -2.7507], [-4.4081, 0.9001, -1.9377], [-1.6395, -1.0994, 2.3874], [2.3435, -0.9697, 2.9153], [0.9448, 0.7138, 3.1983], [2.2358, -1.4258, 1.1153], [3.0672, -2.4433, 0.6457], [3.0202, -2.8540, -0.6789], [2.1151, -2.2656, -1.5552], [1.2704, -1.2650, -1.0946], [1.3365, -0.8439, 0.2280], [3.9787, -0.0941, 2.7890], [4.2566, 0.8557, 1.8065], [5.4865, 1.4914, 1.7572], [6.4665, 1.1992, 2.7011], [6.2019, 0.2643, 3.6902], [4.9684, -0.3781, 3.7261], [3.7626, -2.9198, 1.3310], [3.6800, -3.6435, -1.0239], [2.0594, -2.5981, -2.5865], [0.5338, -0.8163, -1.7514], [0.6707, -0.0691, 0.5863], [3.4835, 1.1052, 1.0884], [5.6813, 2.2274, 0.9850], [7.4262, 1.7027, 2.6654], [6.9551, 0.0325, 4.4357], [4.7611, -1.1131, 4.4966], [-3.9251, 3.9269, 0.2742], [-2.5219, 3.4857, 0.9441], [-1.9829, 4.5705, 1.7741], [-2.7684, 2.0861, 1.4572], [-1.5220, 3.3109, -0.3621], [-1.7126, 2.0864, -1.3794], [-0.5144, 2.3324, -2.4239], [-1.3776, 0.8327, -0.5971], [-3.0022, 2.1576, -2.1047], [-3.8418, 4.8174, -0.0786], [0.3259, 2.0963, -2.0144], [-5.4967, -1.7403, 1.0801], [-4.7351, -0.0902, 1.2999], [-4.9087, 0.1540, 2.3470], [-5.3569, 0.5806, 0.6988]],
  "forces_ev_per_a": [[0.950, -1.525, 2.313], [0.001, -0.013, -0.033], [0.075, 0.118, -0.033], [-0.153, 0.132, -0.033], [-0.169, -0.015, 0.316], [0.065, 0.209, 0.105], [0.173, 0.021, 0.050], [-0.005, 0.000, 0.003], [0.014, -0.003, 0.007], [0.001, 0.000, 0.003], [0.002, -0.153, -0.040], [-0.038, -0.042, 0.024], [-0.018, 0.055, -0.075], [-1.413, 1.323, -1.811], [-0.158, 0.224, -0.009], [0.423, -0.022, 0.127], [0.046, 0.024, -0.003], [0.013, -0.005, -0.060], [0.022, -0.016, 0.038], [-0.027, 0.014, -0.036], [0.029, -0.026, -0.012], [-0.017, -0.028, 0.015], [0.080, -0.126, 0.065], [0.028, 0.045, -0.036], [-0.051, -0.010, -0.018], [0.030, -0.010, 0.033], [0.023, 0.027, -0.006], [-0.016, 0.002, -0.039], [-0.003, 0.011, 0.010], [-0.002, 0.003, -0.010], [0.004, -0.001, -0.001], [-0.015, -0.001, -0.012], [-0.013, 0.028, 0.049], [-0.010, -0.006, 0.013], [0.004, 0.003, -0.005], [0.005, -0.001, 0.004], [0.008, 0.003, 0.001], [-0.003, -0.003, 0.000], [-0.069, -0.160, -0.096], [0.418, -0.051, 0.017], [-0.039, -0.080, 0.029], [-0.264, -0.416, -0.274], [-0.444, 0.198, -0.025], [0.358, 0.434, 0.018], [-0.038, -0.045, 0.040], [-0.307, -0.199, -0.294], [-0.001, -0.161, -0.216], [0.014, 0.073, 0.045], [0.078, -0.009, 0.057], [0.055, 0.126, -0.018], [0.168, 0.054, -0.124], [0.114, 0.010, -0.010], [0.075, -0.011, -0.053]],
  "multiplicity": 2,
  "s2": 0.844,
  "charge": -2,
  "e_lumo_ev": [4.03, 4.03]
}

---

(5)
{
  "formula": "C7H14O",
  "method": "the ωB97M-V functional and the def2-TZVPD basis",
  "elements": ["C", "C", "C", "C", "C", "C", "C", "H", "H", "H", "H", "H", "H", "H", "H", "H", "H", "H", "H", "O", "H", "H"],
  "xyz": [[1.9737, -0.9925, -0.6497], [1.1522, -0.2159, 0.0636], [1.4245, 0.1992, 1.4589], [-0.0973, 0.3504, -0.6001], [-0.2522, 0.1142, -2.0741], [-1.0228, 0.9749, 0.1545], [-2.1158, 1.9084, -0.3360], [1.9000, -1.1046, -1.7194], [2.6583, -1.6149, -0.0818], [1.2391, 1.2531, 1.6494], [2.4617, 0.0860, 1.8129], [1.0034, -0.3345, 2.3322], [0.5945, 0.1917, -2.7555], [-1.1277, 0.6105, -2.4801], [-0.4388, -0.9690, -2.1240], [-0.8808, 0.9427, 1.2191], [-2.4261, 1.6073, -1.3355], [-1.6978, 2.9136, -0.3810], [-2.9472, 1.8521, 0.3622], [-0.8454, -2.7544, 1.7289], [-0.0910, -3.1446, 2.1730], [-0.4644, -1.8739, 1.5829]],
  "forces_ev_per_a": [[-0.129, -0.225, 0.947], [-1.323, 0.136, -1.295], [1.179, -0.232, 2.381], [0.899, 0.646, 0.646], [-0.436, -1.186, 0.061], [0.606, 0.382, -0.856], [0.503, -1.270, 0.112], [-0.189, -0.371, 0.075], [0.619, 0.384, -0.406], [-0.321, 0.079, -0.270], [0.189, -0.061, -1.012], [-0.925, -0.026, -0.702], [0.196, 0.764, 0.373], [0.131, 0.079, -0.120], [-0.327, 0.062, -0.202], [0.051, 0.179, 0.344], [-0.279, 0.245, 0.080], [-0.212, 0.119, 0.080], [-0.211, 0.294, -0.172], [0.537, 0.648, 0.070], [0.014, -0.674, 0.214], [-0.571, 0.029, -0.347]],
  "smiles": "C=C(C)/C(C)=C/C.O",
  "e_lumo_ev": 0.78
}

---

(6)
{
  "formula": "C22H36O2P2Pt",
  "method": "the ωB97M-V functional and the def2-TZVPD basis",
  "elements": ["P", "P", "C", "C", "H", "H", "H", "H", "C", "H", "H", "H", "C", "H", "H", "H", "C", "H", "H", "H", "C", "H", "H", "H", "Pt", "C", "C", "C", "C", "C", "C", "C", "C", "C", "H", "H", "H", "H", "H", "H", "H", "H", "H", "H", "H", "H", "H", "H", "H", "O", "C", "O", "C", "C", "C", "C", "C", "C", "H", "H", "H", "H", "H"],
  "xyz": [[1.0590, 1.4975, -4.5085], [-2.6286, -0.2860, 0.1697], [-2.7589, 0.6117, -2.4626], [-3.4719, 0.5970, -1.1713], [-2.5246, -0.4624, -2.8744], [-2.4776, 1.6762, -2.7578], [-3.8308, 1.5780, -0.8640], [-4.4773, 0.0877, -1.2446], [-2.9642, -1.9914, -0.2874], [-2.5284, -2.6885, 0.4377], [-2.6347, -2.2455, -1.3144], [-4.0592, -2.0369, -0.2677], [-3.4127, 0.5708, 1.4914], [-4.4722, 0.5900, 1.2441], [-2.9909, 1.6091, 1.5077], [-3.1807, 0.0437, 2.4307], [1.5633, -0.4427, -4.5115], [2.2583, -0.5747, -3.7012], [1.9953, -0.6957, -5.4863], [0.7472, -1.1818, -4.3222], [0.6707, 3.1235, -3.5792], [-0.2893, 3.1580, -2.9733], [0.6793, 4.0161, -4.2202], [1.5081, 3.2246, -2.8823], [-0.8796, 0.3178, -3.2973], [-4.0421, 0.8163, -4.0241], [-4.0037, -0.5869, -4.0958], [-3.6363, -1.3084, -5.3014], [-2.5150, -0.6554, -6.1265], [-1.4239, -0.1304, -5.2437], [-1.1916, 1.2985, -5.1245], [-2.4069, 2.1898, -5.3515], [-3.8407, 1.6392, -5.2362], [0.6824, 0.4107, -1.6292], [-4.6434, 1.3430, -3.2537], [-4.3135, -1.1795, -3.2344], [-4.5231, -1.3922, -5.9384], [-3.3017, -2.3170, -5.0336], [-2.0818, -1.4384, -6.7719], [-2.8606, 0.1095, -6.8255], [-0.7329, -0.9566, -5.0735], [-0.4822, 1.8024, -5.7966], [-2.2716, 2.5021, -6.4070], [-2.3233, 3.1022, -4.7281], [-4.5073, 2.5131, -5.2312], [-4.1428, 1.1308, -6.1469], [0.4749, 1.1567, -0.8271], [1.6668, 0.6730, -1.9921], [0.8517, -0.5068, -1.0255], [-0.7705, -2.1600, 1.5613], [-0.4422, -0.9926, 1.5866], [-1.0579, -0.0197, 0.7900], [0.7049, -0.6139, 2.4939], [1.2325, 0.6543, 2.8360], [2.1446, 0.7642, 3.8921], [2.6024, -0.3643, 4.5963], [2.0650, -1.6165, 4.2615], [1.1740, -1.7323, 3.2070], [0.8918, 1.5241, 2.2792], [2.4913, 1.7405, 4.2113], [3.3062, -0.2829, 5.4082], [2.3114, -2.5182, 4.8302], [0.7487, -2.7081, 2.9515]],
  "forces_ev_per_a": [[-1.432, -1.013, -1.397], [1.472, 1.200, -3.080], [-0.878, 2.536, -0.052], [-2.459, -0.637, -0.141], [0.724, 0.853, 0.683], [-0.013, -1.283, 0.496], [0.634, 0.325, 0.144], [0.225, -0.106, -0.479], [-0.449, -0.308, 0.565], [-0.242, 0.185, -0.395], [0.042, 0.398, 0.535], [-0.104, -0.487, -0.050], [-0.017, 0.188, 1.089], [-0.231, 0.119, 0.551], [-0.412, -0.914, 0.106], [-0.428, 0.452, -0.085], [0.628, -0.368, 1.343], [0.712, -0.476, 0.127], [0.130, 0.571, 0.086], [0.807, 0.829, 0.030], [0.020, -0.137, 2.466], [1.193, -0.359, -0.640], [0.246, -0.705, -0.447], [-0.160, 0.436, 0.269], [3.590, 0.873, 1.303], [-1.787, -1.654, 2.026], [-1.994, 1.031, -0.020], [0.157, -0.585, -1.244], [-0.497, -0.600, 0.035], [-0.155, -0.023, -0.644], [-0.360, -0.586, -2.747], [-0.289, 0.691, -0.578], [0.598, 1.384, -0.231], [-1.036, 0.238, 0.813], [-0.115, -0.778, -0.638], [-0.061, 0.218, -0.111], [-0.116, -0.407, -0.199], [-0.211, 0.024, -0.105], [-0.012, 0.245, 0.237], [0.038, -0.264, 0.212], [0.599, 0.642, -1.203], [0.060, -0.564, 0.310], [-0.244, 0.316, 0.504], [0.079, -0.362, -0.248], [0.125, -0.134, 0.334], [0.041, -0.229, 0.237], [-0.141, -0.253, -0.665], [0.436, 0.176, -0.433], [-0.359, 0.098, -0.642], [-0.481, 0.674, -0.225], [0.173, 0.643, -0.950], [2.191, -1.947, 3.098], [0.581, 0.021, 0.731], [-0.585, -0.767, -0.224], [0.204, -0.378, 0.040], [-1.133, -0.197, -0.747], [0.390, 0.215, 0.024], [-0.280, -0.057, 0.154], [0.070, -0.035, 0.222], [0.045, 0.000, -0.235], [0.056, 0.172, 0.106], [0.139, 0.387, -0.216], [0.274, 0.473, 0.194]],
  "multiplicity": 3,
  "s2": 2.068,
  "e_lumo_ev": [0.06, 0.03]
}

---

Table of ΔE to the lowest compared entry with this formula, charge and spin (kcal per mole), in record order: 73.0; 19.8; 26.0; 56.6; 42.5; 269.8